<P>
11
Properties=species:S:1:pos:R:3:mulliken_charge:R:1 method="wB97M-V/def2-TZVPD" e_lumo_ev=0.4543 total_charge=0
O -0.760 -0.926 1.154 -0.688
O -0.533 -0.656 -2.511 -0.374
C 0.649 0.593 -0.538 -0.680
C -0.527 -0.680 -1.339 0.111
C 0.496 0.401 0.857 -0.202
H 0.269 1.523 -0.954 0.306
H 1.260 -0.140 1.406 0.202
H -1.576 -0.476 1.418 0.341
H -0.009 1.157 1.453 0.239
H 1.591 0.268 -0.974 0.305
H -0.859 -1.065 0.028 0.440

***

<Q>
11
Properties=species:S:1:pos:R:3:mulliken_charge:R:1 method="wB97M-V/def2-TZVPD" e_lumo_ev=0.8404 total_charge=0
O -0.161 -1.900 -2.318 -0.354
O -0.801 -0.811 0.983 -0.451
C 0.999 -1.665 -2.210 -0.118
C -0.810 0.366 0.786 0.157
C -0.374 1.446 1.732 -0.865
H 1.612 -1.458 -3.101 0.241
H -0.990 2.327 1.540 0.297
H -0.504 1.052 2.735 0.278
H 1.578 -1.908 -1.308 0.230
H 0.595 1.792 1.362 0.269
H -1.143 0.759 -0.202 0.315

***

<R>
11
Properties=species:S:1:pos:R:3:mulliken_charge:R:1 method="wB97M-V/def2-TZVPD" e_lumo_ev=0.7352 total_charge=0
O -1.457 -1.117 -0.106 -0.482
O 2.403 -0.571 -0.345 -0.476
C 0.430 0.457 -0.198 -0.355
C -1.008 0.240 0.097 -0.477
C 1.389 -0.499 0.360 -0.112
H -1.473 1.261 -0.501 0.261
H -1.027 0.406 1.217 0.272
H 1.578 -0.984 1.331 0.371
H 0.339 0.734 -1.155 0.412
H -1.690 -1.382 -0.977 0.295
H 0.517 1.455 0.276 0.292

***

<S>
11
Properties=species:S:1:pos:R:3:mulliken_charge:R:1 method="wB97M-V/def2-TZVPD" e_lumo_ev="-1.2968 / -1.2992" total_charge=0
O 0.569 1.260 -0.605 -0.756
O -0.600 -0.699 -1.204 -0.494
C -0.380 1.031 0.379 -0.409
C -0.524 -0.479 0.214 -0.162
C 0.884 -0.893 0.126 -0.174
H 1.093 -1.894 -0.241 0.252
H -0.149 0.201 -1.466 0.461
H -0.032 1.253 1.405 0.289
H -1.328 1.575 0.215 0.310
H -1.250 -1.087 0.757 0.421
H 1.717 -0.269 0.419 0.263

***

Relative energies in kcal/mol: <P> 50.6; <Q> 0.0; <R> 25.0; <S> 74.1

***

<P>
11
Properties=species:S:1:pos:R:3:mulliken_charge:R:1 method="wB97M-V/def2-TZVPD" e_lumo_ev=0.7594 total_charge=0
O -0.154 1.454 -0.171 -0.631
O -1.447 -0.360 -0.081 -0.515
C 0.797 0.579 0.345 -0.092
C 1.143 -0.729 -0.493 -0.527
C -0.088 -0.875 0.445 -0.126
H 1.618 1.099 0.857 0.361
H -1.085 1.010 -0.239 0.425
H -0.051 -1.291 1.509 0.283
H -1.806 -1.183 -0.349 0.335
H 0.923 -1.019 -1.580 0.270
H 2.090 -1.218 0.034 0.218

***

<Q>
11
Properties=species:S:1:pos:R:3:mulliken_charge:R:1 method="wB97M-V/def2-TZVPD" e_lumo_ev=0.8976 total_charge=0
O -2.101 0.795 0.447 -0.492
O -0.670 -0.730 -1.066 -0.528
C -0.717 1.002 0.455 -0.367
C 1.439 -0.991 -0.108 -0.954
C 0.072 -0.242 -0.226 0.656
H 2.349 -0.511 -0.486 0.274
H -0.490 1.267 1.490 0.296
H -2.391 0.747 -0.470 0.317
H 1.716 -1.420 0.864 0.274
H -0.471 1.901 -0.131 0.215
H 1.264 -1.830 -0.779 0.308

***

<R>
11
Properties=species:S:1:pos:R:3:mulliken_charge:R:1 method="wB97M-V/def2-TZVPD" e_lumo_ev=0.2856 total_charge=0
O -1.297 0.215 -1.329 -0.437
O -2.110 -0.036 0.845 -0.524
C 1.148 -0.370 -0.128 -1.314
C 0.189 0.601 0.529 -0.056
C -1.279 0.222 -0.008 0.412
H 1.024 -0.355 -1.217 0.356
H 0.296 1.642 0.220 0.276
H -1.134 -0.785 -0.769 0.346
H 0.064 0.464 1.603 0.269
H 0.902 -1.406 0.163 0.341
H 2.197 -0.192 0.091 0.332

***

Relative energies in kcal/mol: <P> 61.7; <Q> 0.0; <R> 34.3

***

<P>
11
Properties=species:S:1:pos:R:3:mulliken_charge:R:1 method="wB97M-V/def2-TZVPD" e_lumo_ev="-1.9631 / -1.9639" total_charge=0
O 0.282 0.768 -1.789 -0.370
O 0.165 -0.504 0.152 -0.421
C -0.029 -1.861 0.418 -0.634
C 0.525 1.461 -0.822 0.211
C -0.469 1.576 0.221 -0.346
H -0.502 -2.023 1.384 0.240
H 0.927 -2.433 0.420 0.212
H -0.669 -2.342 -0.349 0.254
H -0.318 2.322 1.005 0.291
H -1.463 1.208 0.016 0.248
H 1.551 1.827 -0.655 0.314

***

<Q>
11
Properties=species:S:1:pos:R:3:mulliken_charge:R:1 method="wB97M-V/def2-TZVPD" e_lumo_ev=0.8827 total_charge=0
O 1.217 -1.530 -2.257 -0.470
O 0.380 1.967 0.688 -0.333
C -0.320 2.339 1.531 -0.144
C -0.357 -1.126 -0.636 -0.746
C 0.928 -1.725 -1.097 0.149
H -1.153 -1.207 -1.392 0.268
H 0.039 3.166 2.209 0.246
H -1.256 1.789 1.714 0.215
H -0.886 -1.418 0.154 0.427
H 1.555 -2.289 -0.361 0.298
H -0.148 0.034 -0.554 0.089

***

Relative energies in kcal/mol: <P> 76.7; <Q> 0.0

***

<P>
11
Properties=species:S:1:pos:R:3:mulliken_charge:R:1 method="wB97M-V/def2-TZVPD" e_lumo_ev=0.8148 total_charge=0
O 1.229 -1.117 -0.084 -0.508
O -1.586 -0.892 -0.188 -0.561
C -0.776 0.043 0.471 -0.031
C 0.686 0.060 0.387 0.020
C -0.035 0.996 -0.502 -0.640
H 1.194 0.669 1.162 0.269
H 0.026 2.057 -0.292 0.272
H -1.099 -1.907 -0.051 0.352
H 1.887 -0.915 -0.706 0.295
H -0.322 0.553 -1.589 0.245
H -1.206 0.453 1.391 0.285

***

<Q>
11
Properties=species:S:1:pos:R:3:mulliken_charge:R:1 method="wB97M-V/def2-TZVPD" e_lumo_ev=0.6546 total_charge=0
O -0.227 1.933 -0.099 -0.632
O -1.481 0.077 0.575 -0.554
C 0.134 0.849 -0.913 -0.354
C -0.369 -0.171 0.088 0.804
C 0.468 -1.240 0.657 -1.140
H 0.783 -1.924 -0.132 0.324
H 1.367 -0.777 1.081 0.317
H -0.092 -1.746 1.444 0.322
H -1.245 1.398 0.250 0.416
H -0.424 0.833 -1.872 0.222
H 1.203 0.696 -1.163 0.275

***

Relative energies in kcal/mol: <P> 14.9; <Q> 0.0